Record 1
163
Properties=species:S:1:pos:R:3:forces:R:3:lowdin_charge:R:1 method="wB97M-V/def2-TZVPD" orbital_gap_ev=7.40 homo_energy_ev=-7.9 fmax_ev_per_a=4.348 charge=0 smiles="CCCCCCCCN(CCCCCCCC)C(=S)SCCC[C@@](N)(OC)[C@H](NP(O)(O)=S)P(O)I.C[N+](=O)[O-].C[N+](=O)[O-].C[N+](=O)[O-].C[N+](=O)[O-].C[N+](=O)[O-].C[N+](=O)[O-].C[N+](=O)[O-].C[N+](=O)[O-].C[N+](=O)[O-].C[N+](=O)[O-].C[N+](=O)[O-]"
I -2.1929 -10.5151 -0.6223 -0.223 0.663 -0.024 0.350
S -6.9589 -4.8229 1.4729 0.871 -0.792 -0.173 0.232
S 0.1161 -4.6784 -4.4423 -0.145 1.097 0.594 0.768
S 2.8818 -4.2182 -3.3640 -3.112 1.577 -0.043 0.590
P -5.4583 -6.1221 1.3590 -3.306 2.135 1.165 0.360
P -3.9601 -9.0948 0.4665 0.140 -0.204 1.826 0.591
O -3.1262 -8.4987 1.8696 -1.148 0.964 -2.079 -0.447
O -8.8934 1.2059 -7.4570 -1.540 -0.612 0.618 0.045
O 4.9870 7.6848 2.9682 1.562 -0.809 0.611 0.043
O 4.4662 2.4061 -1.3962 0.689 -1.109 -1.089 0.045
O 3.2051 -1.2514 2.7530 -0.267 -0.853 1.376 0.046
O 3.2675 -1.3374 6.9428 1.655 -1.015 0.918 0.069
O 5.2834 5.8777 -1.1231 1.218 -0.900 0.360 0.025
O 5.1107 -2.5415 7.0195 -1.122 0.722 0.876 0.032
O -11.0719 0.9990 -7.2028 1.714 -0.237 0.177 0.048
O 1.8409 4.4622 1.3811 0.887 1.532 -0.230 0.056
O 4.5132 6.4855 7.4714 -1.705 0.118 0.209 0.020
O 6.8303 6.4807 3.0449 -1.095 1.183 0.896 0.028
O -7.5494 -2.9079 -2.8334 -1.475 0.854 0.402 0.045
O -9.3926 -1.7038 -2.9101 1.288 -0.929 0.533 0.042
O 0.5228 6.5967 -2.8470 0.905 -1.183 -0.667 0.040
O 3.3338 6.0771 1.5106 -1.688 -0.819 -0.422 0.018
O -3.6450 -5.3381 -1.5041 -1.239 -1.748 -0.445 -0.192
O -4.0209 -5.1609 1.4782 -1.484 -2.200 1.466 -0.286
O 5.7567 11.4342 5.0045 1.266 -1.050 -0.715 0.051
O 7.3350 9.9175 4.7563 -1.134 1.220 -0.392 0.041
O 2.4018 5.8955 7.2544 1.587 1.067 0.248 0.068
O -5.6789 -7.1433 2.7967 2.925 2.394 -2.149 -0.279
O 7.1267 4.6736 -1.0464 -1.443 0.863 0.222 0.040
O 5.1647 0.5244 -2.3042 -0.291 1.758 0.151 0.046
O 1.3040 4.5997 -3.3521 -0.145 1.884 0.005 0.050
O 2.3387 -2.2847 4.4951 1.204 0.502 -1.243 0.025
N 5.8425 7.0169 3.5606 0.082 0.261 -0.461 -0.387
N -9.8998 0.6948 -6.9522 -0.244 0.743 -0.726 -0.429
N 3.2810 -1.9613 3.7627 -0.699 0.252 -0.263 -0.410
N 6.6163 10.8364 4.3466 -0.261 -0.157 0.966 -0.420
N 2.2853 5.5778 1.0860 0.343 -0.653 0.606 -0.391
N 4.1230 -2.0053 7.5352 -0.332 0.353 -0.863 -0.395
N 0.9521 -2.0784 -3.1207 0.402 -2.663 -1.633 -0.174
N -5.7185 -7.0381 -0.1065 2.597 0.330 1.508 -0.174
N 3.2988 6.7184 7.4716 -0.123 -1.073 -0.093 -0.413
N 4.9913 1.7486 -2.3023 -0.188 -0.366 0.837 -0.415
N -8.5371 -2.3717 -2.3177 0.203 0.049 -0.859 -0.414
N 6.1389 5.2098 -0.5308 0.162 -0.203 -0.558 -0.407
N -2.0961 -6.8793 -0.5116 -1.153 0.592 -0.616 0.051
N 1.2925 5.8329 -3.4413 -0.687 -0.585 0.559 -0.416
C 4.6269 -2.4754 4.1343 0.268 0.193 -0.315 0.035
C -2.0897 -1.1358 -3.7966 -1.375 -0.217 -0.354 -0.208
C 0.7716 1.0339 -2.1350 -0.485 0.998 -0.064 -0.201
C 1.3078 -3.5179 -3.5615 2.231 -0.036 1.865 -0.902
C -1.0914 -3.2388 -0.3676 0.625 -0.214 -0.794 -0.188
C -2.9009 -7.3651 -2.8493 -1.152 -0.032 -0.858 -0.140
C 0.6194 -1.4127 -4.4291 0.309 0.688 -2.508 -0.219
C 1.8739 -0.0242 -1.6317 0.448 1.298 1.226 -0.173
C -0.6044 1.2676 0.2498 -0.195 1.107 0.333 -0.207
C 0.2950 -3.0235 0.4764 0.317 -0.252 0.185 -0.244
C -0.9268 -1.3913 -4.8991 -0.912 0.356 -0.865 -0.208
C 5.9593 5.0385 0.9363 0.042 -0.291 -0.131 0.023
C 2.0547 -1.4489 -2.3428 2.180 -0.470 0.442 -0.249
C -1.6144 -1.8665 -1.1634 -0.144 -1.650 0.518 -0.158
C -2.2336 1.4116 0.0058 0.190 0.895 0.551 -0.217
C -4.7758 -5.0042 -2.3688 -1.462 1.232 -0.279 -0.105
C -3.3733 -6.7633 -1.3714 2.937 -0.272 -1.189 -0.468
C 5.4590 2.4945 -3.5019 -0.008 0.326 -0.141 0.043
C -0.4990 -6.0541 -3.3309 0.416 -2.047 0.470 -0.473
C 5.6628 6.8456 5.0277 0.054 -0.188 0.069 0.031
C -2.2672 -2.2877 -2.6371 -1.217 0.883 1.029 -0.183
C 0.1776 -3.2817 2.0927 0.842 0.484 -0.919 -0.125
C -2.0430 -6.3488 -3.7812 0.192 0.580 -0.989 -0.248
C -9.6750 -0.3842 -5.9526 -0.167 -0.185 0.218 0.025
C 1.4891 6.3979 0.1335 -0.290 -0.079 -0.165 0.043
C -4.5319 -7.6990 -0.7305 0.039 -0.180 -2.374 -0.505
C -2.3217 -0.1710 2.2747 0.170 -0.394 -0.623 -0.146
C 0.2307 2.0559 -0.9405 -0.102 -0.797 0.223 -0.183
C -3.1530 0.7199 1.1777 -0.633 -0.943 -0.226 -0.260
C 2.8841 8.1179 7.7602 -0.277 0.188 0.040 0.047
C 6.8071 11.2581 2.9325 -0.103 0.222 -0.248 0.042
C 2.2986 6.4495 -4.3477 0.118 0.302 -0.119 0.044
C -8.7168 -2.5430 -0.8506 0.199 -0.142 0.249 0.028
C 3.9433 -2.1766 9.0023 0.135 -0.195 0.280 0.046
H -4.9746 -8.3103 -1.6614 0.937 0.984 2.150 0.137
H 1.7041 -0.1826 -0.4597 0.263 0.198 -2.572 0.111
H 6.5342 2.3280 -3.5949 -0.236 -0.072 -0.011 0.105
H -2.1147 -0.0369 -3.3295 0.419 -2.461 -0.874 0.108
H -2.3006 -8.3664 -2.7787 -1.218 1.806 0.247 0.065
H -2.4735 -1.4305 -0.4758 1.952 -0.433 -1.620 0.095
H -0.3604 1.8620 1.2535 -0.579 -1.383 -2.049 0.120
H -2.5896 1.0414 -1.0504 0.929 0.574 2.009 0.097
H -1.0286 -0.5162 -5.7069 0.343 -1.805 1.738 0.122
H -0.2589 0.1627 0.4244 -0.691 2.157 -0.523 0.076
H 1.1247 -3.7759 0.0684 -1.696 1.770 0.713 0.113
H -1.7663 -5.9397 -0.2044 -0.319 -1.002 -0.606 0.067
H -0.8539 -4.0167 -1.2203 -0.552 1.413 1.666 0.073
H -3.1147 -1.1782 -4.4146 2.267 0.132 1.157 0.114
H 6.4843 6.2398 5.4158 -0.219 0.167 -0.191 0.108
H 6.1126 12.0708 2.7094 0.142 -0.233 0.192 0.097
H -9.1296 -1.1876 -6.4521 0.028 0.236 0.134 0.103
H -0.6738 -1.1782 -1.2468 -2.099 -1.163 0.003 0.075
H -5.4377 -5.9150 -2.6981 1.430 1.532 0.628 0.106
H -9.6739 -3.0440 -0.6922 0.112 0.213 -0.056 0.106
H -10.6429 -0.7403 -5.5935 0.237 0.185 -0.148 0.094
H -4.0774 -4.6925 2.3821 -0.084 -0.829 -1.909 0.103
H 6.7807 4.4327 1.3245 -0.124 0.204 -0.274 0.103
H -3.8993 -7.6282 -3.4485 2.144 0.536 1.086 0.123
H 1.2182 -2.0168 -5.2697 -1.248 1.515 1.440 0.127
H -1.9783 -3.3729 -2.9702 -0.175 2.268 0.509 0.070
H -1.3670 -7.4237 -1.0217 -0.878 0.973 0.701 0.049
H -1.9763 -6.8565 -4.8607 -0.154 1.043 2.344 0.131
H 4.9197 2.1006 -4.3657 0.171 -0.070 0.166 0.101
H -3.4418 -2.3364 -2.4200 2.452 0.023 -0.533 0.107
H -9.0925 0.0419 -5.1333 -0.015 -0.150 -0.234 0.094
H -8.7093 -1.5486 -0.3995 -0.143 -0.157 -0.142 0.106
H -2.9914 -7.5124 1.8735 0.328 -1.283 -0.457 0.021
H 5.9668 6.0329 1.3875 -0.214 -0.479 -0.552 0.057
H -2.4580 2.5809 0.0452 0.523 -2.443 -0.233 0.113
H -3.0341 -0.7547 3.0196 1.400 1.443 -1.499 0.083
H 4.7057 6.3446 5.1861 0.228 0.168 -0.196 0.092
H 1.7941 8.1771 7.7277 0.296 -0.149 -0.027 0.099
H 1.1259 2.6283 -0.4233 -1.774 -1.119 -1.304 0.103
H 5.3564 -2.1141 3.4064 -0.326 -0.062 0.039 0.099
H 0.6809 -1.9300 0.3299 -0.681 -2.051 0.113 0.073
H 3.9508 -1.1822 9.4534 -0.140 -0.171 -0.147 0.104
H 0.1283 -7.0253 -3.6285 -1.211 2.125 0.758 0.101
H 1.2140 7.3226 0.6450 0.203 -0.117 -0.119 0.105
H 2.9319 0.5309 -1.6860 -2.460 -1.505 0.203 0.092
H 5.0021 4.5375 1.0947 0.181 0.186 -0.096 0.092
H 2.3176 -2.2016 -1.4500 -0.407 1.594 -2.312 0.113
H 5.2437 3.5562 -3.3639 0.048 -0.288 0.124 0.085
H -5.4850 -4.2460 -1.7808 1.556 -1.724 -1.167 0.102
H 4.5778 -3.5661 4.1224 -0.062 0.198 0.158 0.107
H -3.8959 -0.0265 0.6171 1.449 1.558 1.324 0.098
H 3.2547 8.3729 8.7551 0.074 -0.025 -0.254 0.104
H -6.3955 -6.6287 -0.7863 0.850 0.026 1.278 0.092
H -4.4392 -4.4255 -3.3384 -0.430 -1.324 1.919 0.102
H 3.2881 6.1686 -3.9813 -0.182 -0.069 -0.090 0.097
H 2.9861 -2.6776 9.1607 0.113 0.226 -0.062 0.105
H -3.8326 1.5094 1.7183 1.428 -1.447 -1.029 0.101
H 4.7648 -2.7824 9.3905 -0.174 0.153 -0.226 0.097
H -1.5423 0.4796 2.8563 -1.589 -1.291 -0.991 0.082
H -1.2391 -2.3713 -5.5064 0.907 2.011 1.571 0.096
H 7.8406 11.5937 2.8253 -0.152 -0.208 0.025 0.103
H -0.9263 -3.0475 2.4034 2.206 -0.591 -0.194 0.063
H 3.3281 8.7576 6.9947 0.052 -0.102 0.202 0.100
H -0.5249 2.8153 -1.4289 1.690 -1.318 0.919 0.109
H 1.2116 1.7521 -2.9790 -0.945 -1.702 1.609 0.111
H 2.1738 7.5342 -4.3284 -0.060 -0.309 0.076 0.098
H 1.0428 -0.3019 -4.5400 -0.849 -2.471 0.886 0.139
H 4.8593 -2.0990 5.1326 -0.182 -0.273 -0.466 0.051
H 2.9956 -1.3607 -3.0736 -1.733 -0.325 1.652 0.119
H -7.8953 -3.1488 -0.4625 -0.171 0.128 -0.179 0.008
H 5.6703 7.8400 5.4788 -0.055 -0.168 -0.164 0.089
H 0.9622 -2.5466 2.6051 -2.062 -1.680 -0.862 0.057
H -1.7208 -0.9945 1.6756 -1.153 1.664 1.312 0.049
H 6.6030 10.3918 2.3000 0.150 0.078 0.158 0.099
H 2.1187 6.5971 -0.7360 -0.035 0.054 0.292 0.087
H -2.5407 -5.2931 -3.9832 0.761 -2.336 0.716 0.084
H -5.0123 -6.7487 3.4530 -1.325 -1.061 -1.046 0.084
H 2.1210 6.0586 -5.3517 0.087 -0.047 0.230 0.102
H 0.5977 5.8374 -0.1559 0.301 0.049 0.101 0.094
H 0.5282 -4.3806 2.3084 -1.067 2.070 -0.144 0.080
H -1.9139 -3.7136 0.3161 1.364 1.003 -1.263 0.092
H -0.3215 -5.8942 -2.1884 -0.491 0.122 -2.291 0.073
H -0.1679 0.4887 -2.5534 1.695 0.990 0.637 0.075

Record 2
43
Properties=species:S:1:pos:R:3:forces:R:3:lowdin_charge:R:1 method="wB97M-V/def2-TZVPD" orbital_gap_ev=3.97 homo_energy_ev=-20.6 fmax_ev_per_a=4.545 charge=+4
Hf 3.1349 -5.6414 0.3056 0.679 -2.377 -2.917 2.030
P -4.2950 0.5333 3.3796 0.135 0.061 0.822 0.849
P -0.2250 3.1948 -2.8386 0.565 1.612 -0.132 0.445
F 2.7227 -0.9771 -1.1158 0.124 -0.286 -0.290 -0.026
O -0.2282 2.6169 -4.3112 -0.220 -0.596 0.602 -0.053
O 1.7274 -3.0717 2.2743 -0.373 -1.961 -0.332 0.024
O 3.8992 -2.9539 2.0468 2.539 -0.627 -0.372 0.285
O -1.3608 4.2648 -2.7519 -0.207 -0.819 -0.441 -0.040
O 1.0693 3.7108 -2.4111 0.690 -0.730 0.464 -0.164
O -5.2659 -0.4681 2.8801 0.044 -0.393 -0.974 -0.233
N -1.5877 2.1123 -0.7780 0.589 -1.013 0.018 0.235
N -0.0327 -0.3216 -0.6573 -0.398 0.133 -0.010 0.256
C -0.6127 1.8795 -1.5949 -0.514 0.863 -0.964 -0.142
C 1.3018 0.4259 -2.4865 0.246 0.125 -0.228 -0.042
C -0.4441 -2.4146 1.3212 0.454 0.409 0.647 -0.051
C -1.2277 -1.1262 1.2497 0.110 -0.275 0.287 -0.040
C -2.9750 0.2709 2.1214 0.320 0.631 0.205 -0.108
C -0.9812 -0.0873 0.2058 0.579 -0.550 -0.329 -0.059
C -2.7380 1.2626 1.0829 -1.202 0.086 0.059 0.125
C -1.7644 1.1124 0.1619 -0.429 0.483 0.598 -0.154
C 2.6410 0.2862 -1.6894 -0.126 1.242 0.953 -0.293
C 0.1984 0.6728 -1.5727 0.223 -0.465 0.262 -0.092
C 1.0907 -2.2913 1.2120 -0.680 -0.127 -1.359 -0.113
C -2.2141 -0.9184 2.1514 -0.603 -0.235 -0.027 0.014
C 2.7551 1.3281 -0.5757 0.092 -0.558 -0.044 0.006
C 2.9235 -3.5649 1.9815 -2.090 3.944 0.855 -0.484
H -3.6981 0.1945 4.6044 0.038 0.401 0.008 0.065
H 1.1302 -0.5006 -3.0421 0.018 -0.202 0.072 0.169
H -3.3607 2.1475 1.0514 -0.027 0.158 -0.060 0.157
H 2.3169 2.2811 -0.8624 0.137 0.174 -0.104 0.083
H 3.4634 0.4748 -2.3703 0.000 -0.601 -0.457 0.167
H 2.2691 0.9505 0.3254 -0.151 0.068 0.074 0.077
H 3.8043 1.4598 -0.3360 0.089 0.199 0.077 0.107
H -2.4434 -1.6490 2.9123 0.055 -0.143 0.103 0.149
H 3.0346 -4.7252 1.6847 -0.570 0.769 2.847 -0.096
H 1.4095 -2.6872 0.2452 0.111 -0.029 0.004 0.094
H -0.6091 1.7342 -4.4051 -0.228 0.111 -0.548 0.110
H -0.8710 -3.1198 0.6078 0.095 0.011 -0.263 0.155
H -0.6493 -2.8404 2.3009 -0.113 -0.076 0.106 0.138
H 1.4365 -1.2657 1.2048 0.317 0.082 0.575 0.125
H 1.4652 1.2384 -3.1866 -0.071 0.111 -0.064 0.120
H -1.5234 4.5912 -3.6562 -0.487 0.392 0.188 0.132
H -4.6861 1.8811 3.3306 0.241 -0.004 0.088 0.070